DFT (wB97M-V/def2-TZVPD) results for 5 unconnected molecules or ions with the total composition C8H27NO5.

Structure (XYZ):
```
41
Properties=species:S:1:pos:R:3:mulliken_charge:R:1
C 15.781 19.658 8.406 -1.394
C 15.429 19.051 9.739 0.403
C 14.546 17.744 9.726 -0.130
O 14.139 17.548 11.074 -0.315
C 13.106 16.653 11.306 -0.798
N 16.703 18.827 10.391 -0.154
H 16.358 19.025 7.732 0.228
H 16.276 20.602 8.636 0.396
H 14.839 19.924 7.926 0.426
H 14.833 19.848 10.184 0.384
H 15.173 16.933 9.353 -0.045
H 13.686 17.918 9.080 0.462
H 12.160 17.173 11.154 0.349
H 13.034 16.423 12.369 0.314
H 13.145 15.661 10.856 0.275
H 16.539 18.472 11.322 0.448
H 17.062 17.932 10.091 0.142
C 12.166 12.777 10.936 -0.293
O 11.736 13.516 12.069 -0.512
H 12.251 11.739 11.257 0.364
H 11.561 12.815 10.030 0.225
H 13.157 13.190 10.746 -0.095
H 11.392 12.899 12.719 0.316
C 18.960 14.796 9.606 -0.673
O 17.882 15.765 9.901 -0.531
H 18.725 13.749 9.797 0.280
H 19.126 14.770 8.529 0.271
H 19.871 15.128 10.104 0.277
H 17.071 15.615 9.409 0.329
C 15.551 13.597 8.416 -0.809
O 15.670 14.930 8.047 -0.341
H 16.487 13.069 8.235 0.291
H 15.373 13.382 9.469 0.273
H 14.614 13.274 7.961 0.379
H 15.448 14.988 7.115 0.280
C 16.294 16.746 5.419 -0.505
O 15.263 15.706 5.314 -0.571
H 15.746 17.679 5.286 0.243
H 16.906 16.765 6.321 0.166
H 16.909 16.696 4.519 0.334
H 14.586 15.990 4.695 0.307
```

* HOMO energy (alpha / beta): -12.78 / -12.78 eV
* total charge: +1
* multiplicity: 2
* orbital gap (alpha / beta): 0.3878 / 0.1547 Eh
* total energy: -20449.3173 eV

DFT (wB97M-V/def2-TZVPD) results for a molecular structure, C8H28B2O30.

Structure (XYZ):
```
68
Properties=species:S:1:pos:R:3:mulliken_charge:R:1
O -0.181 -3.406 -0.204 -0.453
C 0.091 -2.182 -0.427 0.076
O -0.706 -1.171 -0.317 -0.405
B 0.175 -0.065 -0.781 0.829
O 1.448 -0.681 -1.156 -0.636
C 1.346 -1.872 -1.018 0.464
O 2.275 -2.721 -1.086 -0.415
O 0.454 1.083 0.144 0.069
C -0.031 2.093 -0.342 1.566
O -0.141 3.152 0.242 -0.774
C -0.431 1.865 -1.712 -0.308
O -0.445 0.589 -1.935 -0.230
O -1.019 2.687 -2.418 -0.580
O 2.418 -2.809 1.581 -0.647
C 1.535 -2.245 2.109 1.099
O 1.438 -1.042 1.892 -0.425
B 0.176 -0.549 2.685 2.272
O -0.371 -1.816 3.205 -0.695
C 0.464 -2.649 2.882 0.132
O 0.460 -3.814 3.362 -0.719
O -0.738 0.162 1.769 -0.509
C -0.933 1.284 2.206 0.879
O -1.748 1.939 1.552 -0.811
C -0.387 1.430 3.515 -0.061
O 0.355 0.401 3.670 -0.833
O -0.363 2.376 4.205 -0.594
O -3.110 -1.299 -1.594 -0.708
H -3.547 -1.942 -1.110 0.311
H -2.181 -1.211 -1.100 0.572
O 1.502 5.294 -1.509 -0.611
H 1.851 5.557 -2.183 0.207
H 0.514 4.985 -1.530 0.279
O -3.140 1.409 -4.167 -0.718
H -2.220 1.381 -4.497 0.340
H -2.824 1.654 -3.297 0.348
O -0.472 -6.473 -0.072 -0.899
H 0.399 -5.933 0.173 0.476
H -1.153 -5.713 -0.169 0.470
O 2.831 -4.124 -2.209 -0.734
H 3.694 -4.301 -2.072 0.200
H 2.691 -3.168 -1.966 0.301
O -1.399 5.403 0.891 -0.697
H -0.791 4.702 0.606 0.618
H -1.566 5.114 1.685 0.290
O -1.203 5.297 -2.714 -0.682
H -1.998 5.606 -3.087 0.262
H -1.127 4.389 -2.504 0.442
O -3.724 2.765 -2.325 -0.584
H -3.498 3.720 -2.386 0.256
H -4.528 2.806 -1.688 0.268
O 2.054 4.662 2.602 -0.632
H 2.288 3.873 2.825 0.292
H 1.918 4.696 1.622 0.313
O 2.597 2.257 1.802 -0.606
H 3.284 1.855 1.543 0.146
H 1.916 1.754 1.349 0.296
O -2.097 -5.012 -0.555 -0.610
H -2.427 -4.770 -1.450 0.384
H -1.277 -4.571 -0.699 0.268
O -3.231 -1.432 2.260 -0.744
H -2.370 -0.855 2.033 0.433
H -3.875 -0.815 2.596 0.288
O 1.781 -4.867 0.605 -0.801
H 2.034 -4.068 1.170 0.262
H 2.085 -4.830 -0.301 0.421
O 5.144 -1.905 -0.390 -0.619
H 4.265 -2.070 -0.770 0.363
H 5.769 -1.859 -1.038 0.249
```

* HOMO energy: -4.07 eV
* ΔE to the lowest compared entry with this formula, charge and spin: 1579.76 kJ/mol
* total charge: -2
* multiplicity: 1
* orbital gap: 0.2708 Eh
* total energy: -71529.3667 eV

DFT (wB97M-V/def2-TZVPD) results for a molecular structure, C8H28FeOP2S.

Structure (XYZ):
```
41
Properties=species:S:1:pos:R:3:mulliken_charge:R:1
Fe 0.065 0.002 -0.297 -0.995
H 1.684 0.384 -0.329 0.229
H 1.675 -0.452 -0.360 0.104
P 0.275 2.161 -0.801 1.185
P 0.182 -2.135 -0.833 1.195
C -1.088 -3.100 0.050 -1.315
H -1.155 -4.099 -0.397 0.493
H -0.816 -3.197 1.106 0.323
H -2.062 -2.601 -0.039 0.337
C -0.064 -2.616 -2.580 -1.380
H 0.758 -2.223 -3.192 0.377
H -0.097 -3.710 -2.655 0.448
H -1.015 -2.194 -2.935 0.410
C 1.735 -2.995 -0.392 -1.332
H 1.915 -2.886 0.683 0.379
H 1.661 -4.059 -0.644 0.427
H 2.575 -2.556 -0.941 0.422
C -0.170 2.644 -2.507 -1.465
H -0.116 3.732 -2.612 0.444
H 0.523 2.173 -3.214 0.396
H -1.189 2.305 -2.725 0.402
C -0.832 3.219 0.202 -1.248
H -0.550 3.181 1.262 0.298
H -0.779 4.252 -0.163 0.441
H -1.864 2.854 0.096 0.345
C 1.901 2.990 -0.620 -1.294
H 2.629 2.509 -1.285 0.393
H 1.816 4.051 -0.889 0.425
H 2.256 2.905 0.415 0.380
H 0.550 -0.003 -1.845 -0.157
H -0.343 0.045 -1.861 0.293
C -1.897 -1.118 2.936 -1.018
S -0.387 -0.353 2.283 0.734
C -0.489 1.233 3.122 -1.232
O 0.738 -1.147 2.876 -0.632
H -2.755 -0.450 2.815 0.356
H -1.684 -1.292 4.000 0.398
H -2.069 -2.066 2.416 0.251
H -0.466 1.059 4.205 0.491
H 0.371 1.840 2.824 0.326
H -1.422 1.715 2.824 0.366
```

* HOMO energy (alpha / beta): -7.91 / -12.88 eV
* ΔE to the lowest compared entry with this formula, charge and spin: 100.87 kJ/mol
* total charge: +1
* multiplicity: 6
* orbital gap (alpha / beta): 0.2156 / 0.3105 Eh
* total energy: -74585.2364 eV

DFT (wB97M-V/def2-TZVPD) results for a molecular structure, C8H28LiN2O5.

Structure (XYZ):
```
44
Properties=species:S:1:pos:R:3:mulliken_charge:R:1
Li -1.082 1.948 -0.687 0.735
O -2.984 2.628 -1.164 -0.499
H -3.691 2.807 -0.536 0.278
H -3.415 2.577 -2.023 0.271
O -1.190 1.262 1.137 -0.742
H -1.661 0.728 1.784 0.258
H -0.273 1.260 1.505 0.478
O -0.153 3.706 -1.032 -0.509
H 0.382 4.125 -1.713 0.259
H -0.124 4.309 -0.280 0.271
C 2.375 1.171 0.591 -1.278
C 1.889 0.089 1.530 1.195
C 3.001 -0.713 2.162 -0.856
O 3.736 -1.335 1.151 -0.311
C 4.845 -2.051 1.663 -0.763
N 0.962 0.713 2.499 -0.649
H 1.531 1.582 0.053 0.247
H 3.166 0.811 -0.064 0.370
H 2.826 1.994 1.165 0.378
H 1.258 -0.588 0.940 -0.574
H 2.590 -1.446 2.876 0.405
H 3.662 -0.052 2.756 0.402
H 4.511 -2.830 2.357 0.313
H 5.531 -1.376 2.184 0.319
H 5.354 -2.505 0.819 0.244
H 1.468 1.420 3.033 0.275
H 0.694 0.028 3.205 0.270
C -0.467 -1.759 -0.774 -1.312
C -1.110 -0.953 -1.883 0.305
C -2.596 -0.796 -1.678 -0.592
O -3.141 -2.078 -1.556 -0.343
C -4.526 -2.039 -1.393 -0.739
N -0.480 0.382 -1.997 -0.471
H -0.511 -1.199 0.170 0.163
H 0.569 -2.025 -0.977 0.409
H -1.056 -2.657 -0.593 0.467
H -1.015 -1.562 -2.793 0.191
H -3.018 -0.342 -2.596 0.389
H -2.872 -0.169 -0.822 0.363
H -4.821 -1.511 -0.478 0.293
H -4.891 -3.064 -1.334 0.272
H -5.026 -1.566 -2.252 0.295
H 0.523 0.248 -2.090 0.247
H -0.772 0.829 -2.866 0.274
```

* HOMO energy: -12.44 eV
* ΔE to the lowest compared entry with this formula, charge and spin: 0.00 kJ/mol
* total charge: +1
* multiplicity: 1
* orbital gap: 0.3569 Eh
* total energy: -22169.6152 eV